No. 1
{"formula": "H3NO3Si", "method": "ωB97M-V/def2-TZVPD", "e_homo_ev": -10.508, "smiles": "O=[SiH2].O=NO", "homo_lumo_gap_ha": 0.363, "de_lowest_ev": 2.240, "multiplicity": 1, "symbols": ["O", "Si", "H", "H", "O", "N", "O", "H"], "positions_angstrom": [[0.2127, 1.7769, 0.7239], [0.3054, 0.6732, 1.7215], [1.5065, 0.5294, 2.4610], [-0.4719, -0.5231, 2.0083], [-1.2226, -1.9160, -1.7620], [-0.4448, -1.1394, -1.3289], [-0.0694, -0.0537, -2.1544], [0.1843, 0.6526, -1.6694]], "atomic_forces_ev_per_a": [[-0.7, 1.2, -1.4], [0.5, -1.3, 0.5], [1.0, 0.1, 0.8], [-0.8, 0.0, -0.1], [1.6, 1.9, -0.6], [-0.4, -0.2, 1.5], [-2.8, -4.9, -4.2], [1.6, 3.4, 3.5]]}


No. 2
{"formula": "C2H8N3S2", "method": "ωB97M-V/def2-TZVPD", "e_homo_ev": -12.039, "total_charge": 1, "homo_lumo_gap_ha": 0.304, "de_lowest_ev": 2.969, "multiplicity": 1, "symbols": ["C", "C", "N", "N", "N", "S", "S", "H", "H", "H", "H", "H", "H", "H", "H"], "positions_angstrom": [[1.5484, 4.0138, -2.3176], [-0.5543, -1.0735, 0.6226], [-0.9042, -2.1286, 1.3010], [-1.5806, -0.2937, 0.2084], [-0.0526, -2.9951, 1.8620], [1.6003, 2.4278, -1.9465], [1.0832, -0.5775, 0.4554], [2.3539, 4.5524, -2.7670], [0.6071, 4.5516, -2.1690], [-1.8890, -2.3674, 1.1576], [-2.4637, -0.3893, 0.5830], [-1.4968, 0.4483, -0.4852], [-0.2065, -4.0196, 1.7833], [0.8534, -2.9203, 1.5547], [1.1014, 0.7710, 0.1572]], "atomic_forces_ev_per_a": [[-1.2, -1.4, 0.5], [-1.2, 2.4, -0.1], [-1.3, 0.2, -2.0], [2.1, 0.8, -1.4], [-0.3, -3.1, 2.6], [0.3, 1.1, -0.2], [1.3, -0.4, -0.1], [0.6, 0.2, -0.2], [0.4, 0.1, 0.0], [0.6, -0.5, 0.6], [-2.1, -0.4, 0.9], [0.4, -0.4, 0.4], [-1.0, 1.2, -0.2], [2.6, 1.0, -0.9], [-1.0, -0.8, 0.1]]}


No. 3
{"formula": "C14H19BrN3O5Pd", "method": "ωB97M-V/def2-TZVPD", "e_homo_ev": [-11.127, -11.125], "total_charge": 1, "homo_lumo_gap_ha": [0.316, 0.240], "multiplicity": 3, "symbols": ["Pd", "C", "N", "C", "C", "O", "C", "O", "C", "C", "O", "N", "C", "C", "H", "H", "H", "H", "H", "H", "H", "H", "H", "H", "H", "H", "H", "H", "H", "H", "Br", "C", "C", "N", "C", "C", "C", "C", "O", "O", "H", "H", "H"], "positions_angstrom": [[-2.5862, -9.8946, 8.6231], [-6.5065, -12.2611, 7.6647], [-6.1140, -11.0839, 6.9262], [-7.0757, -10.7352, 5.9045], [-5.1031, -10.3647, 7.3471], [-4.4568, -10.7636, 8.3596], [-4.6850, -9.0336, 6.6645], [-3.2943, -9.2975, 6.4088], [-2.5775, -8.1113, 5.9897], [-2.2566, -7.2728, 7.2132], [-2.1836, -7.8187, 8.3590], [-2.1020, -5.9462, 7.0239], [-1.8697, -5.2530, 5.7930], [-1.7606, -5.1907, 8.2747], [-6.7590, -13.0605, 6.9945], [-5.6177, -12.6272, 8.2398], [-7.3930, -12.1480, 8.2798], [-7.0478, -11.4051, 5.0471], [-8.1049, -10.7748, 6.3573], [-6.8507, -9.7811, 5.4626], [-5.2924, -8.8172, 5.7441], [-4.7653, -8.2098, 7.4462], [-1.6484, -8.5629, 5.5573], [-3.1198, -7.6187, 5.2195], [-2.4989, -4.3857, 5.6477], [-0.8168, -4.9013, 5.7934], [-1.9723, -5.8106, 4.8929], [-0.7778, -5.5869, 8.5802], [-1.7634, -4.1101, 8.0305], [-2.4906, -5.4171, 9.0187], [-1.4314, -11.9514, 15.6255], [-0.4470, -11.3316, 14.1636], [0.9474, -11.0170, 14.1823], [1.5112, -10.4398, 13.1690], [0.7678, -10.0730, 12.0712], [-0.4896, -10.5244, 11.9004], [-1.1557, -11.1863, 12.9511], [-1.1783, -10.3636, 10.6359], [-0.7308, -9.6049, 9.7121], [-2.2717, -11.0555, 10.4459], [1.5492, -11.1892, 15.0472], [1.2826, -9.5278, 11.3090], [-2.1254, -11.6175, 12.8150]], "atomic_forces_ev_per_a": [[0.6, -0.5, 0.4], [1.5, -1.4, 0.9], [-1.0, -0.1, -0.3], [-0.9, 0.2, -0.2], [0.1, 0.2, 0.8], [-0.5, 0.7, -1.2], [-0.3, -0.5, 0.8], [-0.3, 1.0, -0.4], [1.1, -2.2, 0.5], [-0.1, 0.7, 0.2], [-0.4, 1.6, -1.8], [-0.3, -1.2, 2.1], [1.3, 0.9, -0.5], [0.7, -0.1, -1.4], [0.0, -0.3, -0.7], [-1.1, 0.4, -0.2], [0.1, 0.6, 0.3], [0.1, -0.5, 0.3], [1.0, 0.3, -0.6], [-0.3, 0.5, 0.2], [1.0, 0.0, 0.8], [-0.2, -0.9, -1.0], [-0.5, 0.8, 0.3], [-0.5, 0.6, -0.5], [-0.3, 0.2, 0.4], [-0.5, -0.1, 0.0], [-0.2, -1.0, -0.4], [-0.3, 0.6, 0.2], [0.2, -0.7, 0.3], [-0.4, -0.1, 0.5], [0.2, -0.2, 0.4], [-0.3, 0.2, -1.8], [-2.2, -0.1, 0.1], [0.1, 1.5, -1.8], [2.1, -1.0, 1.7], [-1.4, -0.6, 0.7], [2.0, 0.0, 1.2], [-1.0, -0.6, -1.2], [-0.4, -0.8, 0.8], [1.3, 1.7, -0.3], [0.3, -0.3, 0.5], [0.2, 0.2, -0.3], [-0.4, 0.1, 0.0]]}


No. 4
{"formula": "C4H6N2", "method": "ωB97M-V/def2-TZVPD", "e_homo_ev": -9.514, "smiles": "N#CC1CNC1", "homo_lumo_gap_ha": 0.374, "de_lowest_ev": 4.060, "multiplicity": 1, "symbols": ["N", "C", "C", "C", "N", "C", "H", "H", "H", "H", "H", "H"], "positions_angstrom": [[-1.2491, -2.3832, 1.6100], [-0.8946, -1.2761, 1.2899], [-0.4290, -0.0722, 0.5677], [-0.5601, 0.6119, -0.7746], [0.7260, 0.1069, -1.2564], [1.1514, -0.0851, 0.2127], [-1.0833, 0.8034, 1.2576], [-0.8415, 1.6565, -0.7147], [-1.2549, 0.2698, -1.4536], [1.2400, 0.6876, -2.0050], [1.6398, 0.6673, 0.6869], [1.5553, -0.9870, 0.5796]], "atomic_forces_ev_per_a": [[1.7, 5.4, -0.9], [-1.8, -5.3, -1.4], [-1.0, 3.3, 3.7], [-0.6, -1.6, -1.8], [1.5, 1.0, 0.6], [-3.2, -0.5, -1.2], [2.9, -2.1, -1.0], [1.0, 0.6, 0.5], [-2.2, -1.1, -1.3], [-0.6, -1.1, 2.3], [1.6, 2.7, 1.0], [0.7, -1.4, -0.6]]}


No. 5
{"formula": "C6H9BrClN2", "method": "ωB97M-V/def2-TZVPD", "e_homo_ev": -13.285, "smiles": "C=C(Cl)/C=C\\[C@@H](N)C(=[NH2+])Br", "total_charge": 1, "homo_lumo_gap_ha": 0.321, "de_lowest_ev": 0.000, "multiplicity": 1, "symbols": ["C", "C", "Cl", "C", "C", "C", "N", "C", "N", "Br", "H", "H", "H", "H", "H", "H", "H", "H", "H"], "positions_angstrom": [[0.4108, -2.0620, -0.9729], [-0.4718, -1.7930, -0.0221], [-2.1511, -2.2541, -0.1978], [-0.1948, -1.2269, 1.3061], [0.0409, 0.0364, 1.6358], [0.1493, 1.1979, 0.6649], [1.4393, 1.2913, -0.0074], [-0.9153, 1.1736, -0.4050], [-0.5148, 1.3211, -1.6232], [-2.6916, 1.0489, 0.0528], [0.1276, -2.5649, -1.8804], [1.4516, -1.8100, -0.8595], [-0.2349, -1.9573, 2.1059], [0.2327, 0.2921, 2.6663], [-0.0553, 2.1212, 1.2291], [1.9432, 0.4122, 0.0405], [2.0303, 2.0152, 0.3812], [0.5189, 1.3991, -1.6760], [-1.1149, 1.3593, -2.4385]], "atomic_forces_ev_per_a": [[-0.2, 0.2, 0.1], [-0.1, -0.1, -0.2], [0.2, -0.3, -0.1], [0.0, 0.0, 0.4], [0.1, 0.1, -0.3], [0.1, -0.2, 0.2], [0.3, 0.0, 0.2], [-0.1, 0.2, -0.8], [-0.2, 0.0, 0.6], [0.2, 0.3, -0.1], [-0.1, -0.1, -0.2], [0.2, 0.0, 0.2], [0.0, 0.0, 0.1], [0.0, 0.0, 0.1], [0.1, -0.1, -0.2], [-0.1, 0.1, 0.1], [0.0, 0.0, 0.0], [-0.2, 0.0, -0.1], [-0.1, 0.0, 0.2]]}


No. 6
{"formula": "C3H5NO2S", "method": "ωB97M-V/def2-TZVPD", "e_homo_ev": -9.036, "homo_lumo_gap_ha": 0.314, "de_lowest_ev": 3.204, "multiplicity": 1, "symbols": ["C", "C", "C", "N", "O", "O", "S", "H", "H", "H", "H", "H"], "positions_angstrom": [[-1.2853, 1.2419, 2.1472], [0.9086, 0.9413, -1.4658], [1.4044, -0.4696, -1.3254], [-0.7603, -2.0636, 0.1820], [-2.2232, 1.6298, 2.6333], [-0.3128, 0.8275, 1.6780], [2.7163, 0.6598, -1.3888], [0.5066, 1.4060, -2.3434], [0.4293, 1.4272, -0.6077], [-0.9406, -1.0556, 0.4229], [-0.2802, -2.0549, -0.8215], [-0.1628, -2.4900, 0.8891]], "atomic_forces_ev_per_a": [[2.5, -1.1, -1.0], [0.3, 0.2, 1.0], [0.6, 1.2, -0.7], [0.3, 1.2, -2.4], [-3.1, 1.3, 1.5], [0.6, -0.1, -0.4], [-1.2, -0.5, 0.2], [0.0, -0.4, -0.9], [0.5, -0.4, 0.1], [0.6, -1.6, -0.3], [-1.1, -0.1, 3.3], [0.1, 0.4, -0.5]]}


| no. | total energy (Eh) |
| --- | --- |
| 1 | -571.6317 |
| 2 | -1041.3081 |
| 3 | -3786.9555 |
| 4 | -265.3864 |
| 5 | -3377.4574 |
| 6 | -720.6288 |